# 1
20
Properties=species:S:1:pos:R:3:nbo_charge:R:1 method="wB97M-V/def2-TZVPD" charge=-1 homo_ev=-2.152 relative_energy_kcal_mol=88.8 e_tot_ev=-10963.1378 orbital_gap_ha=0.2038
N -0.820 0.866 -1.552 -0.8573
C -0.563 -0.055 -0.493 -0.0900
C -1.915 -0.825 -0.275 -0.0666
O -2.137 -1.817 -1.235 -0.7421
C -0.070 0.726 0.787 -0.3915
C 1.422 0.944 0.767 -0.4544
C 2.303 -0.423 0.884 0.0195
O 3.434 -0.205 1.502 -0.9414
H -1.083 1.774 -1.266 0.3515
H -1.412 0.521 -2.274 0.3546
H 0.267 -0.661 -0.905 0.1984
H -2.052 -1.370 0.652 0.1535
H -2.675 -0.055 -0.391 0.1595
H -1.256 -2.263 -1.403 0.4669
H -0.593 1.741 0.857 0.1708
H -0.351 0.118 1.737 0.1945
H 1.710 1.668 1.503 0.1990
H 1.644 1.373 -0.244 0.1743
H 1.645 -1.206 1.440 0.0239
H 2.501 -0.850 -0.092 0.0769


# 2
24
Properties=species:S:1:pos:R:3:nbo_charge:R:1 method="wB97M-V/def2-TZVPD" homo_ev="-7.221 / -7.222" relative_energy_kcal_mol=102.7 e_tot_ev=-16403.9668 orbital_gap_ha="0.2841 / 0.2841"
C 1.583 1.288 1.434 -0.6242
C -0.303 3.002 0.979 -0.6243
C -1.312 -2.572 -0.777 -0.6745
C 1.170 -2.612 -0.467 -0.6589
C 0.607 1.832 0.425 -0.6504
C -0.003 -2.010 -1.277 -0.2547
O -1.666 1.554 -1.299 -1.1394
Si -0.789 0.629 -0.234 1.4176
H 2.029 2.106 2.062 0.2106
H 1.309 0.556 2.228 0.2087
H 2.382 0.705 0.828 0.2092
H 0.093 3.972 1.202 0.2122
H -0.827 2.589 1.786 0.1987
H -1.060 3.174 0.315 0.2174
H -1.418 -3.608 -1.199 0.1940
H -1.435 -2.481 0.303 0.2103
H -2.279 -2.131 -1.257 0.2076
H 0.761 -3.126 0.345 0.2066
H 1.877 -1.846 -0.118 0.2210
H 1.718 -3.271 -1.114 0.2092
H 1.229 2.238 -0.379 0.2263
H -0.044 -1.910 -2.360 0.1939
H -1.863 1.536 -2.229 0.5202
H -1.759 0.384 0.804 -0.2371


# 3
124
Properties=species:S:1:pos:R:3:lowdin_charge:R:1 method="wB97M-V/def2-TZVPD" homo_ev=-7.407 e_tot_ev=-255080.9481 orbital_gap_ha=0.0834
C -2.768 6.589 -0.122 -0.2404
C -1.678 6.324 -0.537 -0.2392
C -0.414 5.963 -1.225 -0.1709
C -0.582 4.547 -1.856 -0.1456
C 0.747 3.713 -1.835 -0.1016
N 0.475 2.412 -1.172 0.0103
C 1.133 2.287 0.030 -0.3396
N 0.864 3.190 0.934 0.1652
C 1.459 3.192 2.286 -0.1055
C 0.831 4.323 3.128 -0.1037
C -0.254 3.833 4.082 -0.2475
C -0.265 4.334 5.359 -0.0546
C -1.245 3.937 6.243 -0.0739
C -2.192 3.045 5.802 -0.0873
C -2.162 2.523 4.533 -0.0691
C -1.187 2.915 3.648 -0.0507
N 2.059 1.306 0.393 0.1391
B 3.408 1.574 -0.157 -0.7468
O 3.926 2.820 0.162 0.0326
O 4.142 0.684 -0.896 0.0575
C 4.427 1.268 -2.210 -0.1885
C 4.649 0.115 -3.211 -0.0268
C 1.484 0.001 -0.009 -0.6139
Br -0.321 -0.054 0.882 0.9257
C 2.232 -1.204 0.507 -0.1722
C 1.491 -2.560 0.279 -0.1925
C 1.172 -3.307 1.601 -0.1628
C -0.152 -4.072 1.569 -0.2025
N -1.335 -3.181 1.441 -0.0017
C -2.568 -3.925 1.443 -0.4916
C -3.016 -4.452 0.070 -0.0035
O -3.215 -4.095 2.455 0.0874
C 1.224 -0.025 -1.509 -0.1064
C 0.526 1.233 -2.077 -0.2462
C -0.941 0.898 -2.471 -0.1704
C -1.048 -0.095 -3.640 -0.1784
C -2.546 -0.197 -4.062 -0.1801
C -2.722 -0.429 -5.571 -0.2620
O -2.395 0.732 -6.317 -0.0644
H -3.845 6.649 0.136 -0.0093
H -0.229 6.701 -2.011 0.1269
H 0.367 5.971 -0.459 0.1128
H -1.302 4.011 -1.228 0.1115
H -1.030 4.593 -2.851 0.1180
H 1.063 3.605 -2.875 0.1323
H 1.534 4.246 -1.295 0.1276
H 0.209 3.921 0.691 0.1410
H 2.532 3.378 2.216 0.1221
H 1.257 2.210 2.721 0.1289
H 1.569 4.950 3.630 0.1176
H 0.327 4.999 2.411 0.1090
H 0.500 5.036 5.680 0.1150
H -1.270 4.331 7.253 0.1108
H -2.987 2.739 6.476 0.1119
H -2.919 1.803 4.238 0.0942
H -1.169 2.524 2.634 0.0867
H 4.914 2.797 0.146 -0.0786
H 3.515 1.812 -2.510 0.1090
H 5.272 1.956 -2.128 0.0601
H 4.591 -0.848 -2.696 0.0805
H 5.633 0.231 -3.665 0.0837
H 3.846 0.144 -3.954 0.0758
H 2.395 -1.144 1.589 0.1260
H 3.220 -1.330 0.052 0.1143
H 0.594 -2.464 -0.344 0.0767
H 2.177 -3.209 -0.282 0.0978
H 1.944 -4.074 1.725 0.1223
H 1.217 -2.639 2.467 0.1111
H -0.237 -4.569 2.543 0.1341
H -0.142 -4.875 0.819 0.0971
H -1.313 -2.759 0.514 0.0494
H -2.233 -5.109 -0.321 0.0695
H -3.222 -3.638 -0.633 0.0771
H -3.927 -5.037 0.219 0.0784
H 2.137 -0.213 -2.084 0.1290
H 0.596 -0.896 -1.706 0.1010
H 1.008 1.470 -3.033 0.1413
H -1.353 1.854 -2.846 0.1061
H -1.551 0.626 -1.607 0.0881
H -0.397 0.151 -4.483 0.1253
H -0.802 -1.092 -3.253 0.1115
H -2.978 0.798 -3.861 0.1046
H -3.092 -0.925 -3.456 0.1169
H -2.143 -1.304 -5.881 0.1221
H -3.792 -0.621 -5.734 0.1153
H -2.219 1.469 -5.727 0.0703
C -3.261 -9.773 0.774 -0.0750
C -2.203 -10.652 0.955 -0.0652
C -0.910 -10.167 1.081 0.0039
C -0.695 -8.802 1.025 -0.1294
C -1.738 -7.917 0.838 0.0003
C -3.028 -8.406 0.711 -0.0639
N 0.672 -8.285 1.182 -0.3327
O 1.561 -9.094 1.328 0.1010
O 0.832 -7.080 1.161 0.0698
H -4.271 -10.154 0.682 0.1054
H -2.385 -11.717 1.003 0.1074
H -0.087 -10.853 1.223 0.1221
H -1.558 -6.854 0.794 0.0850
H -3.854 -7.721 0.568 0.1004
O -3.962 0.228 2.587 -0.0575
H -3.506 -0.588 2.832 0.0414
H -3.734 0.353 1.661 0.0204
C 3.064 -8.035 3.936 -0.8281
O 4.112 -7.485 3.648 0.1494
O 1.926 -7.514 3.904 0.0802
O 3.026 -9.341 4.332 -0.5733
Cs -3.673 7.868 -2.310 1.0531
Be 6.267 4.052 -0.621 0.4909
O -3.326 9.488 2.504 -0.2596
H -4.035 9.232 3.142 -0.1354
H -2.734 10.055 3.033 0.0621
O -1.111 12.592 -6.116 -0.3786
Cl -1.876 11.481 -6.623 0.6121
O -1.172 10.853 -7.713 -0.3783
O -3.170 11.934 -7.068 -0.3814
O -2.058 10.507 -5.556 -0.4498
Br 2.494 -10.600 5.529 0.7893
Mg -3.632 7.553 3.056 0.6203
O 5.480 -5.391 -0.649 -0.1371
S 5.292 -3.936 -0.571 0.2549
O 4.341 -3.485 -1.597 -0.2761
O 6.588 -3.283 -0.772 -0.2080
O 4.754 -3.602 0.760 -0.1904